1.
ORCA calculation (ωB97M-V/def2-TZVPD) on the ion FO2S2 with charge -1 in a non-equilibrium geometry.

The value obtained for the energy above the lowest of the compared OMol25 structures with the same formula, charge and spin is 0.0 kcal per mole. For the orbital gap, the calculation gives 8.18 eV. The LUMO energy is 0.13766 hartree. The energy comes out at -28484.935 eV. The highest occupied orbital energy is -4.430 eV. Its SMILES is O=S(=O)(F)[S-].

```
! RIJCOSX wB97M-V def2-TZVPD def2/J DEFGRID3
* xyz -1 1
O -0.690 -0.609 -1.234
O -0.497 -0.705 1.247
F -0.631 1.497 -0.064
S 1.881 0.021 0.057
S -0.064 -0.204 -0.007
*
```

=====

2.
ORCA calculation (ωB97M-V/def2-TZVPD) on a cluster of 2 separate species, C4H12NO2 in total in a non-equilibrium geometry.

The value obtained for the energy above the lowest of the compared OMol25 structures with the same formula, charge and spin is 33.9 kcal per mole. For the orbital gap, the calculation gives 11.31 eV. The LUMO energy is -0.11092 hartree. The energy comes out at -9920.760 eV. The highest occupied orbital energy is -14.330 eV.

```
! RIJCOSX wB97M-V def2-TZVPD def2/J DEFGRID3
* xyz 1 1
C 0.520 1.093 -1.418
C 0.335 1.536 0.003
C -1.068 1.476 0.754
C -1.678 0.089 0.694
O -1.064 -0.864 0.290
N 0.879 -0.480 -1.554
H -0.397 1.145 -2.000
H 1.413 1.539 -1.829
H 0.978 0.876 0.599
H 0.719 2.535 0.321
H -0.944 1.808 1.794
H -1.681 2.189 0.175
H -2.660 0.006 1.255
H 0.329 -0.939 -0.808
H 1.866 -0.682 -1.669
H 0.450 -0.754 -2.439
H 1.955 -2.519 1.868
H 0.470 -2.587 1.627
O 1.277 -2.228 1.231
*
```

=====

3.
ORCA calculation (ωB97M-V/def2-TZVPD) on a structure of composition C29H33N7O2Tl.

For the orbital gap, the calculation gives 7.92 eV. The LUMO energy is -0.07970 hartree. The energy comes out at -49824.190 eV. The highest occupied orbital energy is -10.087 eV.

```
! RIJCOSX wB97M-V def2-TZVPD def2/J DEFGRID3
* xyz 1 1
Tl 0.186 -0.343 -0.259
C -0.112 -2.192 -3.897
C -1.136 -1.520 -3.030
C -1.430 -0.169 -3.187
C -2.383 0.460 -2.394
C -2.744 1.897 -2.618
C -3.049 -0.287 -1.430
C -2.795 -1.643 -1.266
C -3.597 -2.456 -0.294
C -1.830 -2.248 -2.065
H 0.506 -1.456 -4.406
H -0.606 -2.809 -4.649
H 0.534 -2.833 -3.301
H -0.927 0.402 -3.955
H -3.546 1.963 -3.353
H -1.895 2.459 -3.000
H -3.097 2.362 -1.702
H -3.805 0.190 -0.827
H -4.277 -3.111 -0.840
H -4.192 -1.819 0.355
H -2.951 -3.077 0.322
H -1.633 -3.305 -1.955
O -2.748 3.340 5.659
C -3.358 2.197 5.112
C -2.567 1.704 3.936
C -2.599 0.360 3.579
C -1.875 -0.047 2.473
N -1.140 0.778 1.751
C -1.091 2.072 2.078
C -1.806 2.572 3.166
C -0.259 2.934 1.216
C -0.025 4.278 1.515
C 0.778 5.041 0.674
C 1.054 6.493 0.985
O -0.121 7.266 1.014
C 1.292 4.436 -0.464
C 1.004 3.099 -0.689
N 0.270 2.367 0.129
H -3.288 3.671 6.384
H -4.376 2.432 4.759
H -3.438 1.394 5.860
H -3.176 -0.345 4.154
H -1.866 -1.080 2.153
H -1.786 3.614 3.434
H -0.453 4.745 2.386
H 1.776 6.896 0.262
H 1.486 6.578 1.986
H -0.466 7.352 0.119
H 1.906 4.998 -1.153
H 1.378 2.590 -1.568
N 1.922 -3.703 2.472
C 1.054 -4.611 1.941
C 0.158 -3.887 1.204
N 0.464 -2.571 1.275
C 1.535 -2.472 2.040
C 2.191 -1.230 2.339
N 1.896 -0.088 1.752
C 2.722 0.842 2.280
C 3.540 0.265 3.210
N 3.197 -1.054 3.240
H 2.721 -3.937 3.039
H 1.148 -5.659 2.133
H -0.673 -4.231 0.623
H 2.682 1.862 1.957
H 4.311 0.671 3.833
H 3.615 -1.749 3.839
C 4.273 0.481 -2.996
C 3.418 -0.134 -2.031
N 2.727 -0.613 -1.254
H 3.743 1.308 -3.464
H 4.555 -0.242 -3.759
H 5.168 0.859 -2.504
*
```

=====

4.
ORCA calculation (ωB97M-V/def2-TZVPD) on a cluster of 2 separate species, C4H12S2 in total in a non-equilibrium geometry.

The value obtained for the energy above the lowest of the compared OMol25 structures with the same formula, charge and spin is 21.7 kcal per mole. For the orbital gap, the calculation gives 9.24 eV. The LUMO energy is 0.03424 hartree. The energy comes out at -26012.176 eV. The highest occupied orbital energy is -8.308 eV. Its SMILES is CCS.CSC.

```
! RIJCOSX wB97M-V def2-TZVPD def2/J DEFGRID3
* xyz 0 1
C -3.060 2.144 0.487
C -2.154 1.131 1.143
S -0.779 0.711 -0.075
H -2.467 2.979 0.117
H -3.687 2.590 1.270
H -3.755 1.643 -0.187
H -1.568 1.497 1.990
H -2.613 0.240 1.558
H -1.035 -0.571 -0.356
C 3.253 -0.643 0.450
S 2.366 -2.175 -0.124
C 1.423 -2.026 -1.694
H 3.699 -0.292 -0.484
H 3.976 -1.078 1.123
H 2.552 0.032 0.906
H 1.164 -3.045 -1.968
H 0.530 -1.404 -1.707
H 2.153 -1.732 -2.450
*
```

=====

5.
ORCA calculation (ωB97M-V/def2-TZVPD) on a structure of composition C17H26ClHfNO in a non-equilibrium geometry.

For the orbital gap, the calculation gives 5.61 eV. The LUMO energy is -0.30358 hartree. The energy comes out at -35404.525 eV. The highest occupied orbital energy is -13.870 eV.

```
! RIJCOSX wB97M-V def2-TZVPD def2/J DEFGRID3
* xyz 2 1
C 0.004 0.279 -5.211
C 1.376 0.790 -5.078
C -0.248 -1.156 -5.277
C -1.105 1.240 -5.209
Cl 0.535 1.728 -0.455
H -0.284 -1.570 -6.306
H -1.207 -1.394 -4.786
H 0.541 -1.699 -4.728
H 1.832 1.074 -6.046
H 2.034 0.058 -4.585
H 1.363 1.693 -4.448
H -1.347 1.628 -6.216
H -0.828 2.105 -4.591
H -2.016 0.804 -4.776
C 1.658 -1.771 1.693
C 0.715 -2.458 0.875
C 0.888 -2.016 -0.480
H 0.088 -3.280 1.206
C 2.000 -1.110 -0.495
C 2.463 -0.951 0.851
H 3.366 -0.433 1.165
H 1.866 -1.995 2.743
H 0.428 -2.460 -1.361
H 2.501 -0.733 -1.388
C -2.524 0.707 1.041
C -2.312 -0.478 1.809
C -2.058 -1.554 0.910
H -2.532 -0.587 2.874
C -2.044 -1.026 -0.427
C -2.380 0.366 -0.344
H -2.624 1.008 -1.190
H -2.915 1.643 1.434
H -2.041 -2.600 1.181
H -1.998 -1.601 -1.344
Hf -0.072 -0.133 0.623
C 0.969 2.592 4.173
N 0.553 1.243 4.594
C 0.473 0.852 5.997
C 0.206 0.327 3.734
O 0.219 0.541 2.460
H 1.191 3.150 5.087
H 0.168 3.089 3.607
H 1.863 2.541 3.533
H -0.555 0.542 6.235
H 1.115 -0.023 6.172
H 0.775 1.679 6.636
H -0.103 -0.652 4.108
*
```

=====

6.
ORCA calculation (ωB97M-V/def2-TZVPD) on a structure of composition C26H48Cl2FeN2O3P in a non-equilibrium geometry.

The value obtained for the energy above the lowest of the compared OMol25 structures with the same formula, charge and spin is 0.0 kcal per mole. For the orbital gap (spin up / spin down), the calculation gives 7.14 / 8.01 eV. The LUMO energy (spin up / spin down) is 0.01780 / 0.01763 hartree. The energy comes out at -105584.915 eV. The highest occupied orbital energy (spin up / spin down) is -6.653 / -7.531 eV. Its expectation value of S² is 8.76.

```
! RIJCOSX wB97M-V def2-TZVPD def2/J DEFGRID3
* xyz 0 6
O -1.792 4.060 -3.267
C -1.383 4.525 -4.312
C -1.926 4.224 -5.644
C -2.996 3.339 -5.800
H -3.420 2.878 -4.919
C -3.490 3.070 -7.062
H -4.318 2.385 -7.184
C -2.923 3.679 -8.178
H -3.312 3.466 -9.164
C -1.859 4.559 -8.030
H -1.421 5.031 -8.899
C -1.363 4.830 -6.766
H -0.533 5.516 -6.641
H -0.534 5.240 -4.317
C 1.960 -0.433 -2.250
C 1.757 -0.647 -0.787
H 2.851 -0.932 -2.639
H 2.047 0.632 -2.460
H 1.099 -0.782 -2.816
C 2.648 -1.206 0.037
C 4.016 -1.728 -0.290
H 2.397 -1.279 1.093
H 4.232 -1.713 -1.355
H 4.143 -2.756 0.061
H 4.790 -1.136 0.207
Fe 0.000 0.000 0.000
Cl -1.342 -1.409 -1.292
Cl -0.170 1.856 -1.358
C 0.299 -2.653 1.147
O 0.039 -1.480 1.466
N 0.520 -3.622 2.038
C 0.504 -3.358 3.463
C 0.812 -4.974 1.611
H 0.344 -2.957 0.104
H 0.301 -2.306 3.620
H 1.469 -3.612 3.903
H -0.267 -3.954 3.951
H 0.802 -5.027 0.527
H 0.068 -5.670 2.002
H 1.795 -5.284 1.966
H 2.226 2.632 4.347
H 0.573 4.606 3.798
C 2.429 2.612 3.276
C 0.858 4.454 2.756
N 1.278 3.087 2.535
H 2.648 1.597 2.969
C 0.641 2.305 1.660
O 0.963 1.126 1.440
H 0.005 4.683 2.125
H -0.188 2.771 1.131
H 3.292 3.245 3.074
H 1.665 5.146 2.514
C -2.880 -2.050 1.750
C -3.492 -0.670 1.455
C -4.623 -0.488 2.483
P -2.189 0.714 1.247
C -3.153 1.822 0.050
C -4.668 1.915 0.328
C -2.672 3.292 0.090
C -1.884 1.283 3.038
C -3.067 1.951 3.767
C -1.203 0.250 3.933
H -2.331 -2.092 2.705
H -2.222 -2.371 0.938
H -3.674 -2.827 1.789
H -3.944 -0.805 0.452
H -4.238 -0.647 3.509
H -5.164 0.467 2.418
H -5.383 -1.286 2.339
H -3.053 1.398 -0.971
H -4.871 2.351 1.327
H -5.154 2.577 -0.420
H -5.189 0.949 0.212
H -1.642 3.473 -0.209
H -3.273 3.910 -0.612
H -2.795 3.713 1.109
H -1.223 2.142 2.998
H -3.862 1.286 4.112
H -2.691 2.428 4.701
H -3.502 2.758 3.149
H -1.865 -0.603 4.152
H -0.935 0.711 4.909
H -0.258 -0.088 3.472
*
```

=====

7.
ORCA calculation (ωB97M-V/def2-TZVPD) on a structure of composition C20H18BrIN3O2Pt.

The value obtained for the energy above the lowest of the compared OMol25 structures with the same formula, charge and spin is 0.0 kcal per mole. For the orbital gap, the calculation gives 7.12 eV. The LUMO energy is -0.14039 hartree. The energy comes out at -110981.397 eV. The highest occupied orbital energy is -10.941 eV.

```
! RIJCOSX wB97M-V def2-TZVPD def2/J DEFGRID3
* xyz 1 1
Pt 0.303 0.153 0.840
C -1.964 -1.241 -3.088
C -1.382 -2.290 -2.188
N -1.636 -3.543 -2.460
C -1.109 -4.524 -1.699
C -0.256 -4.297 -0.659
C 0.320 -5.444 0.130
O 0.110 -5.309 1.535
C 0.044 -2.944 -0.328
C 0.973 -2.694 0.730
N 1.185 -1.575 1.355
C 2.070 -1.622 2.487
C 2.163 -2.765 3.281
C 3.040 -2.804 4.352
C 3.819 -1.701 4.669
C 3.694 -0.539 3.927
C 2.818 -0.515 2.855
I 2.505 1.288 1.848
C -0.558 -1.920 -1.072
O -0.357 -0.648 -0.869
H -1.871 -1.570 -4.122
H -1.470 -0.281 -2.962
H -3.027 -1.114 -2.879
H -1.399 -5.532 -1.971
H 1.402 -5.507 -0.003
H -0.097 -6.382 -0.240
H -0.820 -5.475 1.725
H 1.556 -3.540 1.065
H 1.533 -3.622 3.075
H 3.098 -3.701 4.953
H 4.498 -1.730 5.510
H 4.263 0.343 4.188
C -0.011 5.485 -0.302
C -0.784 4.200 -0.251
C -2.103 4.095 -0.682
C -2.754 2.880 -0.598
C -2.079 1.780 -0.098
Br -3.053 0.187 0.085
N -0.798 1.845 0.293
C -0.194 3.045 0.222
H -0.669 6.327 -0.508
H 0.745 5.453 -1.088
H 0.497 5.677 0.643
H -2.622 4.961 -1.070
H -3.784 2.772 -0.900
H 0.829 3.077 0.566
*
```

=====

8.
ORCA calculation (ωB97M-V/def2-TZVPD) on a cluster of 2 separate species, CH3BrN4O2 in total in a non-equilibrium geometry.

The value obtained for the energy above the lowest of the compared OMol25 structures with the same formula, charge and spin is 24.5 kcal per mole. For the orbital gap (spin up / spin down), the calculation gives 7.55 / 8.55 eV. The LUMO energy (spin up / spin down) is -0.05998 / -0.03419 hartree. The energy comes out at -81177.153 eV. The highest occupied orbital energy (spin up / spin down) is -9.186 / -9.476 eV.

```
! RIJCOSX wB97M-V def2-TZVPD def2/J DEFGRID3
* xyz 0 1
C 0.681 0.238 -0.265
N 1.131 -0.943 -0.444
N 1.487 1.109 0.474
N -0.584 0.384 -0.873
N -1.708 -1.177 0.366
O -1.042 -2.127 0.527
O -2.732 -0.703 0.686
Br -1.639 1.862 -0.608
H 0.546 -1.625 -1.010
H 2.364 0.873 0.790
H 1.495 2.110 0.357
*
```